1.
150
Properties=species:S:1:pos:R:3:forces:R:3 method="wB97M-V/def2-TZVPD" total_charge=0 gap_ev=6.62 spin_multiplicity=1
C 1.280782 -0.397241 0.177890 0.189 -0.272 0.452
C -0.142278 -0.909601 -0.035930 0.505 0.664 -0.282
N -0.890098 0.007529 -1.050420 -1.668 -1.184 1.320
C -0.786598 1.462789 -0.623410 0.601 -0.375 0.197
C -0.304018 -0.160571 -2.491780 -0.438 0.579 -0.442
C 0.301162 -1.507191 -2.918710 0.304 -0.501 2.222
C -2.461248 -0.391631 -0.972450 1.540 -0.467 -0.577
C -3.183878 -0.196951 0.366480 -0.860 0.187 1.243
O -2.989278 -1.117731 1.458700 2.482 -0.074 -1.838
C -3.574948 -0.940551 2.703490 -0.852 -0.154 0.363
H 1.904962 -0.203721 -0.694500 -0.418 0.099 -0.250
H 1.862442 -1.119261 0.751000 -0.204 -0.329 0.109
H 1.277372 0.491359 0.809130 0.040 0.138 -0.220
H -0.645908 -0.915271 0.930730 -0.416 0.425 -0.236
H -0.184018 -1.957111 -0.334400 -0.088 0.295 -0.569
H -0.928728 1.616589 0.446280 -0.417 -0.708 0.181
H -1.508548 2.075469 -1.163330 0.535 -0.070 -0.526
H 0.259912 1.743969 -0.741120 -0.308 0.248 -0.603
H 0.357812 0.702409 -2.564890 0.204 -0.332 -0.175
H -1.105418 0.055669 -3.198250 -0.243 0.349 0.339
H 1.050852 -1.837271 -2.199600 0.407 0.307 0.156
H 0.837842 -1.563361 -3.865770 -0.669 0.549 -0.216
H -0.412248 -2.319921 -2.782250 -0.372 0.053 -0.709
H -2.490688 -1.370281 -1.451500 0.035 -0.506 0.814
H -2.984588 0.168349 -1.747460 0.195 0.804 0.288
H -4.260048 -0.220091 0.194960 -0.205 -0.011 -0.757
H -3.036078 0.819149 0.732280 0.363 0.205 -0.051
H -3.587098 0.026999 3.205290 0.145 0.782 -0.758
H -3.009528 -1.526681 3.427950 -0.191 -0.510 -0.207
H -4.607978 -1.268331 2.587230 -0.252 -0.112 0.659
O -0.864678 3.055779 -3.244170 -0.500 0.239 0.168
H -1.490868 3.718019 -3.596100 0.751 -0.379 0.120
C 2.494322 2.013749 -4.616930 0.606 1.120 1.131
N 3.690742 1.497849 -3.855750 -1.482 -0.800 -1.717
O 3.427662 0.518889 -3.195470 0.841 -0.579 0.975
O 4.779342 1.964369 -4.101730 0.071 -0.059 0.565
H 2.720022 3.079789 -4.590260 -0.531 0.035 -0.924
H 1.598442 1.829749 -4.023940 0.070 -0.044 -0.204
H 2.478052 1.506709 -5.581680 0.119 0.368 0.081
C -0.183898 -0.554071 7.720570 0.061 -0.583 -0.474
N -0.621088 -1.449791 6.595170 0.855 0.497 0.356
O -1.566118 -1.051901 5.962410 -0.644 -0.422 -0.784
O 0.045832 -2.451311 6.387140 -0.685 0.490 -0.001
H -0.697088 0.403549 7.632850 0.118 -0.246 -0.010
H 0.888972 -0.484691 7.541040 -0.092 0.168 0.656
H -0.479368 -1.109201 8.610870 0.417 0.277 0.148
C 5.588122 1.270459 -1.077250 0.133 -0.026 0.645
N 4.625302 1.523179 0.047330 -1.249 -0.262 -1.549
O 5.026672 1.602669 1.171720 0.427 0.109 0.946
O 3.441502 1.635439 -0.281970 0.995 -0.194 0.251
H 5.511882 2.162909 -1.698400 0.146 -0.276 -0.106
H 5.272522 0.359259 -1.585390 -0.130 0.344 -0.031
H 6.571162 1.112529 -0.633630 -0.136 0.238 -0.080
C 1.896252 -5.290451 1.054520 0.936 -1.186 0.264
N 0.917362 -4.369711 0.479640 -1.847 1.317 0.885
O 0.774662 -4.214761 -0.711390 0.734 -0.412 -0.458
O 0.183882 -3.781821 1.284890 1.076 -0.643 -0.352
H 1.342432 -5.962031 1.710530 0.017 0.270 0.106
H 2.665112 -4.762201 1.618370 -0.422 0.388 0.107
H 2.421602 -5.903011 0.321810 -0.433 0.382 -0.423
C -1.287158 1.970209 3.996700 -0.418 0.600 -1.794
N -0.310738 2.341299 5.028240 0.681 -3.958 2.667
O -0.734988 2.975359 5.982170 0.596 0.651 -1.089
O 0.716192 1.619789 5.098220 -1.367 1.744 -0.545
H -1.300108 2.798759 3.288580 -0.467 0.192 0.144
H -2.258188 1.770849 4.449980 0.257 0.431 0.165
H -1.016768 1.105309 3.390950 0.602 -0.066 0.578
C 2.915052 -0.558401 4.176790 0.391 -0.063 1.123
N 3.762272 -1.778641 3.876630 1.547 1.071 -0.912
O 4.922982 -1.770571 4.294280 -1.597 -0.191 -0.199
O 3.286572 -2.652171 3.173900 -0.108 0.177 0.395
H 2.267072 -0.214781 3.370470 -0.006 -0.772 0.056
H 3.527932 0.286409 4.491060 0.427 -0.360 -0.298
H 2.429742 -0.885231 5.096440 -0.719 0.168 -0.294
C -3.784728 2.519549 -4.888850 -0.515 -0.864 -1.508
N -4.852578 1.660179 -4.267780 -0.113 1.065 1.894
O -4.556578 0.592479 -3.699510 -0.392 1.560 -1.290
O -5.944058 2.204979 -4.224920 0.079 -1.080 -0.023
H -3.182238 3.049489 -4.151100 0.352 -1.021 0.129
H -4.234918 3.266299 -5.542910 -0.571 -0.103 0.403
H -3.369428 1.797089 -5.591470 1.273 0.309 0.495
C 1.541472 4.271779 -1.300720 0.746 0.198 0.428
N 2.900472 4.866859 -0.917000 0.335 0.977 0.207
O 3.933632 4.312749 -1.253960 -0.651 -0.288 0.241
O 2.888062 6.021199 -0.480260 -0.311 -1.315 0.049
H 0.800792 4.309449 -0.501930 0.369 0.864 0.141
H 1.599972 3.202769 -1.505410 0.595 0.467 -0.817
H 1.378662 5.010079 -2.085900 -1.031 -0.881 -0.382
Br -3.477908 -5.331121 1.052280 0.284 0.242 0.554
C -2.511368 -4.869321 2.710420 1.108 -0.976 0.216
C -2.718598 -5.992121 3.774390 -0.706 2.172 -0.630
Br -1.958668 -5.220011 5.443240 -0.175 -0.700 -0.629
H -2.734618 -3.852361 3.032990 -0.669 -0.366 0.018
H -1.450138 -4.827991 2.465090 -0.169 -0.091 -0.288
H -2.277718 -6.942701 3.474200 0.067 0.242 0.345
H -3.799478 -6.042731 3.905660 0.212 -0.504 0.408
Br -4.101888 3.314059 -0.677920 0.123 0.689 0.467
C -3.357908 5.137829 -0.268930 0.813 -0.312 -1.943
C -2.293818 5.343599 -1.402270 0.528 0.364 1.002
Br -1.204698 7.012219 -1.054470 -0.760 -0.662 -0.120
H -2.874958 5.161929 0.707940 -0.244 -0.253 -0.135
H -4.219098 5.803289 -0.328950 0.278 -0.048 0.038
H -2.597778 5.371499 -2.448660 -0.612 0.359 0.401
H -1.515948 4.580069 -1.408500 -0.196 -0.194 0.221
Br 0.008482 -4.484451 -5.474760 0.597 -0.842 0.843
C 0.976032 -5.695461 -4.221500 -0.156 -0.284 1.150
C 2.077922 -4.959971 -3.444600 0.713 -0.383 -1.602
Br 3.110662 -6.361101 -2.474440 -0.498 0.734 -0.075
H 1.332992 -6.607751 -4.699400 0.510 0.687 -0.855
H 0.323502 -6.195961 -3.506090 -0.803 0.840 0.048
H 1.820062 -4.091791 -2.838070 -0.372 -0.695 0.344
H 2.800262 -4.594101 -4.174300 0.096 -0.041 0.071
Br 2.490472 4.265149 5.469820 0.730 0.022 -0.400
C 3.866522 4.331089 4.047530 -0.167 -0.711 -0.247
C 3.204162 4.357389 2.679620 -0.982 1.474 0.004
Br 1.943602 2.898209 2.275100 0.531 0.298 0.197
H 4.541872 3.477359 4.103620 -0.269 -0.108 0.447
H 4.449232 5.223389 4.276330 -0.213 0.062 -0.402
H 3.844942 4.540409 1.817070 0.438 -0.720 0.231
H 2.545182 5.224779 2.641120 -0.115 -0.039 0.134
C 8.591832 -1.404981 -1.747380 -0.150 -0.133 0.912
C 7.642432 -2.563031 -1.465780 0.465 1.476 -0.153
O 6.515372 -2.100121 -0.714850 0.613 -1.142 -0.246
C 5.618682 -3.190571 -0.611680 -1.544 -0.326 -0.197
C 4.210752 -2.618661 -0.550790 0.509 0.569 -0.213
H 7.992222 -0.715551 -2.341750 0.606 0.162 -0.382
H 8.955312 -0.855861 -0.878790 -0.203 -0.161 0.284
H 9.483022 -1.823211 -2.215320 -0.158 0.325 -0.551
H 7.339522 -2.774561 -2.491260 -0.477 -0.900 0.063
H 8.121372 -3.422971 -0.997570 -0.044 -0.063 0.083
H 5.674712 -3.822841 -1.497800 0.242 -0.073 -0.178
H 5.753332 -3.843561 0.250620 0.674 0.105 0.244
H 4.246382 -1.833031 -1.305520 -0.443 0.385 0.171
H 4.064062 -2.211471 0.449600 -0.373 0.192 -0.121
H 3.393222 -3.275311 -0.848350 0.181 -0.375 0.260
C -7.307358 0.226449 0.619160 -0.137 0.935 0.214
C -7.548818 0.081059 -0.863210 -1.041 -0.865 0.198
O -8.125118 1.293499 -1.347270 0.396 0.025 -0.277
C -8.717278 1.233509 -2.665930 0.602 0.115 0.589
C -9.457138 2.479989 -3.018860 -0.409 1.481 -0.005
H -6.725338 1.129939 0.800960 0.001 0.145 0.113
H -8.296158 0.355349 1.059330 0.157 0.112 0.367
H -6.795288 -0.586541 1.133880 -0.078 -0.292 -0.420
H -6.690858 -0.366921 -1.364530 0.409 0.844 -0.631
H -8.297398 -0.707871 -0.936120 -0.353 -0.232 -0.327
H -7.907028 1.155329 -3.390830 -0.167 -0.860 -0.099
H -9.489238 0.463999 -2.660650 0.444 -0.684 -0.257
H -9.983208 2.387619 -3.969030 -0.260 -0.605 0.061
H -8.863018 3.367389 -3.237170 0.564 -0.089 0.500
H -10.177378 2.759079 -2.249790 -0.100 -0.056 0.004

---

2.
83
Properties=species:S:1:pos:R:3:forces:R:3 method="wB97M-V/def2-TZVPD" de_lowest_ev=0.012 total_charge=0 gap_ev="7.74 / 7.63" spin_multiplicity=5 s_squared=6.010
Fe 0.954058 2.407427 -0.058209 -0.139 0.070 0.041
O -1.317617 2.766631 0.279412 -0.008 -0.011 -0.046
S -1.137019 3.704101 1.392791 0.022 0.005 0.010
O -2.148896 3.644991 2.414020 0.013 0.006 -0.003
O 0.242790 3.565004 1.890595 0.018 -0.017 -0.005
C -1.250354 5.354657 0.678324 0.004 -0.007 0.000
C -2.225181 6.166220 1.239976 -0.023 0.014 0.008
C -2.439377 7.459923 0.783818 0.014 -0.010 -0.004
C -1.671160 7.956189 -0.250608 0.000 -0.011 0.005
C -0.690570 7.156431 -0.821370 -0.002 0.027 -0.009
C -0.466513 5.862563 -0.373046 0.001 -0.012 -0.006
S 0.853990 4.993232 -1.230141 -0.036 -0.048 -0.048
O 1.385615 5.916848 -2.193066 -0.017 -0.005 -0.006
O 0.273360 3.763918 -1.785458 0.032 0.047 0.026
O 1.812584 4.586619 -0.186141 0.057 -0.006 0.043
H -2.820772 5.759649 2.044246 0.001 -0.003 0.001
H -3.208686 8.069087 1.240322 -0.002 -0.002 0.003
H -1.826603 8.961061 -0.621062 0.003 0.001 -0.002
H -0.079534 7.527895 -1.630931 0.001 -0.002 0.001
C -4.722943 -10.307578 0.054624 0.001 -0.003 -0.001
O -4.623271 -9.414140 -1.039530 -0.001 0.006 0.003
C -4.010398 -8.224372 -0.827572 -0.002 -0.007 -0.008
C -3.458244 -7.830722 0.385214 0.002 0.005 0.003
C -2.853404 -6.583727 0.486025 0.000 -0.005 0.005
C -2.791981 -5.720695 -0.597918 -0.007 -0.002 -0.007
C -3.349473 -6.133430 -1.812283 -0.002 -0.003 0.002
C -3.949032 -7.365995 -1.927441 0.002 0.002 0.003
C -2.169469 -4.397063 -0.517225 -0.014 0.009 0.002
N -1.946046 -3.606758 -1.540565 -0.002 -0.004 -0.006
C -1.370736 -2.479772 -1.009894 0.021 -0.012 0.030
C -1.237336 -2.594013 0.353013 -0.020 0.022 -0.035
N -1.755766 -3.830130 0.659476 0.019 -0.019 0.004
C -0.660551 -1.577896 1.175310 -0.002 0.001 0.014
C -0.501128 -1.633147 2.566322 0.004 -0.003 0.000
C 0.077761 -0.572687 3.217467 0.006 0.014 0.011
C 0.509575 0.529679 2.472125 -0.005 -0.010 -0.006
N 0.370459 0.591961 1.163717 0.061 0.013 -0.002
C -0.217372 -0.420915 0.511815 -0.006 -0.010 0.013
C -0.377950 -0.268091 -0.927269 -0.009 -0.014 -0.040
N 0.041605 0.889153 -1.468381 0.001 -0.011 0.044
C -0.099897 1.073958 -2.766849 -0.005 0.008 0.010
C -0.657234 0.103483 -3.607759 -0.005 -0.016 -0.002
C -1.080848 -1.088317 -3.073900 -0.003 0.015 0.001
C -0.948886 -1.291582 -1.695439 0.010 0.011 -0.014
H -5.248852 -11.181652 -0.317618 0.001 0.000 0.000
H -5.291971 -9.865454 0.876193 0.000 0.000 -0.001
H -3.734935 -10.605894 0.414039 0.000 0.000 0.000
H -3.486537 -8.476577 1.249888 0.000 -0.002 0.001
H -2.418856 -6.309822 1.440344 0.005 0.002 -0.001
H -3.303249 -5.463009 -2.659305 0.002 0.003 0.000
H -4.385804 -7.692097 -2.861651 0.000 -0.001 -0.002
H -1.868305 -4.225010 1.575300 -0.006 0.002 -0.001
H -0.838538 -2.498987 3.123643 0.001 -0.001 0.000
H 0.201334 -0.574144 4.291192 -0.002 -0.006 0.001
H 0.969457 1.392037 2.935352 -0.004 0.001 -0.001
H 0.242827 2.025364 -3.147459 0.004 -0.001 -0.004
H -0.752034 0.311556 -4.664460 -0.002 -0.002 -0.001
H -1.522572 -1.866348 -3.682906 0.000 0.001 -0.003
C 4.758564 4.134554 0.091387 0.024 -0.009 0.007
As 3.748516 3.411800 1.548324 -0.020 0.007 0.023
C 5.059322 2.589662 2.693352 -0.008 -0.005 0.001
C 2.947454 4.802013 2.589543 0.019 -0.007 0.014
O 2.686187 2.176566 1.156726 -0.018 0.006 -0.043
H 5.554763 4.751907 0.508725 0.002 0.003 -0.010
H 4.100997 4.718485 -0.544334 -0.014 -0.004 0.010
H 5.174648 3.302880 -0.474003 -0.004 -0.001 0.002
H 5.790089 3.322978 3.031936 -0.003 0.007 -0.005
H 5.563627 1.802001 2.135537 0.001 0.003 -0.002
H 4.551210 2.154320 3.552006 -0.001 0.004 0.001
H 3.737110 5.450751 2.968974 -0.004 0.003 0.001
H 2.403509 4.337979 3.409661 0.002 -0.002 0.000
H 2.249522 5.345084 1.961501 0.002 -0.004 -0.008
C 2.526057 -2.288056 -1.928189 -0.002 0.000 -0.002
N 2.733752 -0.915495 -2.334510 -0.021 -0.003 -0.002
C 3.013029 0.100361 -1.499917 0.003 -0.002 0.014
N 3.186636 -0.198583 -0.202406 0.010 -0.014 -0.003
S 3.125214 1.683817 -2.075160 0.037 -0.001 -0.015
H 2.274724 -2.877116 -2.806235 0.004 -0.001 0.000
H 1.694597 -2.379779 -1.221170 0.004 0.004 0.001
H 3.427938 -2.711215 -1.479167 0.001 -0.007 -0.002
H 2.582775 -0.646813 -3.291518 0.007 0.001 0.000
H 2.928179 -1.105982 0.148528 -0.001 0.000 -0.004
H 3.162081 0.598298 0.441280 0.000 0.002 0.000

---

3.
32
Properties=species:S:1:pos:R:3:forces:R:3 method="wB97M-V/def2-TZVPD" de_lowest_ev=0.000 total_charge=0 gap_ev=8.64 spin_multiplicity=1
C 2.232993 3.324121 -0.902345 -0.196 0.123 0.212
C 1.189222 2.265119 -1.060005 -0.011 0.166 -0.006
C 1.529860 1.133594 -2.012211 -0.447 0.598 -0.177
N 2.191990 0.097265 -1.272568 0.851 -0.634 0.454
N 1.712726 -1.114671 -1.127507 -1.116 -0.124 -0.641
N 2.512155 -1.757652 -0.364937 0.776 -0.779 0.744
C 3.491429 -0.899473 -0.042552 -1.405 0.855 -1.235
N 4.594444 -1.196754 0.820613 0.448 -0.037 0.337
O 4.841529 -2.359401 1.021035 -0.069 -0.339 -0.034
O 5.187241 -0.248787 1.281381 0.132 0.308 0.068
N 3.301645 0.286429 -0.610467 0.818 0.033 0.533
N 0.073451 2.125211 -0.476073 -0.088 -0.569 -0.666
N -0.444849 2.958248 0.428892 0.757 0.891 0.310
C -1.699313 2.738031 0.955881 -0.094 -0.103 -0.107
O -2.223708 3.570029 1.656317 -0.069 0.066 0.008
C -2.310461 1.433793 0.578444 -0.289 -0.330 0.068
C -3.600271 1.401332 0.061358 0.226 0.086 0.091
C -4.168332 0.196925 -0.309180 0.047 -0.101 0.039
C -3.463600 -0.987354 -0.143363 0.170 0.183 0.064
Cl -4.169415 -2.480580 -0.615316 -0.176 -0.098 -0.075
C -2.180674 -0.960449 0.404118 -0.100 0.107 -0.015
Cl -1.286313 -2.412967 0.628890 0.106 -0.059 0.060
C -1.607243 0.249115 0.757704 -0.292 -0.030 0.028
H 1.949021 4.077279 -0.172599 0.059 0.099 0.041
H 3.170055 2.864351 -0.586742 0.014 0.028 0.020
H 2.408734 3.816479 -1.858074 0.014 0.062 -0.055
H 2.192110 1.487088 -2.804994 -0.051 -0.146 0.015
H 0.624834 0.687872 -2.426105 0.148 0.056 0.040
H 0.007403 3.835850 0.691397 -0.150 -0.268 -0.069
H -4.148712 2.322819 -0.062676 -0.050 0.070 0.012
H -5.162735 0.170273 -0.725393 -0.081 -0.063 -0.044
H -0.620544 0.257475 1.190664 0.118 -0.054 -0.017

---

Number 1: E_tot -23856.5499 Ha. Number 2: E_tot -6825.8085 Ha. Number 3: E_tot -1953.8260 Ha.